Formula: C20H26N4O4
Source: the Open Molecules 2025 dataset
Level of theory: ωB97M-V/def2-TZVPD

The geometry in XYZ format:
```
54
Properties=species:S:1:pos:R:3:nbo_charge:R:1
C -1.9856 -3.2965 1.5682 -0.245
O -1.6007 -2.5963 0.4133 -0.554
C -1.3226 -3.4428 -0.6810 -0.157
C -0.6130 -2.6809 -1.8015 0.661
O 0.4312 -3.1078 -2.2629 -0.637
N -1.1959 -1.5629 -2.2674 -0.430
C -2.3964 -0.9378 -1.7706 -0.217
C -2.0335 0.2934 -0.9302 -0.419
C -0.8192 1.0252 -1.5404 -0.044
N -0.9324 2.4496 -1.3377 -0.180
N -1.6406 3.1929 -2.1975 -0.297
C -1.6018 4.4255 -1.7363 -0.038
C -0.8695 4.5052 -0.5464 -0.362
C -0.4610 3.2069 -0.3131 0.316
N 0.2873 2.6557 0.7133 -0.635
C 0.8567 3.3575 1.7334 0.687
O 0.7934 4.5580 1.8567 -0.590
C 1.6292 2.4699 2.7039 -0.534
C 0.8459 1.2363 3.1702 -0.066
O 0.6679 0.2725 2.1520 -0.525
C 1.7211 -0.5323 1.7780 0.275
C 1.4596 -1.3724 0.6972 -0.228
C 2.4357 -2.2202 0.2163 -0.194
C 3.6873 -2.2430 0.8123 -0.241
C 3.9436 -1.4188 1.8918 -0.188
C 2.9714 -0.5583 2.3793 -0.304
C -0.7256 0.7247 -3.0379 -0.412
C -0.4816 -0.7688 -3.2554 -0.223
H -2.1583 -2.5483 2.3392 0.198
H -2.9058 -3.8693 1.3992 0.168
H -1.1964 -3.9832 1.8957 0.174
H -0.6467 -4.2535 -0.3773 0.204
H -2.2493 -3.8974 -1.0700 0.184
H -2.9726 -1.6375 -1.1711 0.229
H -2.9995 -0.6417 -2.6345 0.197
H -2.8855 0.9741 -0.9058 0.226
H -1.8081 -0.0199 0.0897 0.221
H 0.1067 0.6806 -1.0642 0.207
H -2.0971 5.2145 -2.2658 0.207
H -0.6613 5.3612 0.0576 0.253
H 0.3274 1.6442 0.7661 0.428
H 1.8950 3.0803 3.5671 0.245
H 2.5513 2.1533 2.2088 0.238
H 1.3339 0.7874 4.0428 0.189
H -0.1691 1.5259 3.4587 0.205
H 0.4720 -1.3627 0.2642 0.220
H 2.2132 -2.8545 -0.6286 0.243
H 4.4558 -2.9020 0.4386 0.216
H 4.9133 -1.4343 2.3674 0.214
H 3.2059 0.0716 3.2234 0.215
H 0.0925 1.2953 -3.4773 0.233
H -1.6471 1.0579 -3.5138 0.228
H 0.5793 -1.0143 -3.1555 0.234
H -0.8002 -1.0618 -4.2623 0.201
```

Values from the calculation:
Kohn-Sham gap	9.0	eV
largest force on an atom	0.83	eV/Å
E	-35312.3618	eV
SMILES	COCC(=O)N1CCC(n2nccc2NC(=O)CCOc2ccccc2)CC1

***

Formula: C20H26N4O4S2
Source: the Open Molecules 2025 dataset
Level of theory: ωB97M-V/def2-TZVPD

The geometry in XYZ format:
```
56
Properties=species:S:1:pos:R:3:nbo_charge:R:1
C 4.0112 2.9414 -1.4554 -0.254
O 3.3180 2.0407 -0.6239 -0.518
C 3.2625 0.7281 -1.0045 0.263
C 3.9391 0.1802 -2.0813 -0.274
C 3.8213 -1.1721 -2.3655 -0.210
C 3.0257 -1.9837 -1.5823 -0.223
C 2.3302 -1.4439 -0.5116 -0.241
C 2.4381 -0.0962 -0.2155 0.162
N 1.7006 0.4702 0.8316 -0.882
S 1.6484 -0.2910 2.3367 2.309
O 2.8610 -1.0070 2.5958 -0.920
O 1.2339 0.7347 3.2463 -0.930
C 0.3098 -1.4601 2.1323 -0.306
C 0.5564 -2.8011 2.3424 -0.215
C -0.4992 -3.6936 2.2225 -0.189
C -1.7551 -3.2350 1.8829 -0.230
C -1.9988 -1.8728 1.6563 0.244
N -3.3003 -1.5111 1.3503 -0.617
C -3.8587 -0.4034 0.7720 0.299
S -5.5114 -0.3084 0.8052 -0.273
N -3.0716 0.5268 0.2100 -0.603
C -3.5953 1.6233 -0.5687 -0.235
C -3.1367 1.4878 -2.0224 -0.222
N -1.6838 1.4453 -2.0801 -0.463
C -1.0862 2.7704 -2.0336 -0.258
C 0.4302 2.6246 -1.9342 -0.066
O 0.9525 1.9092 -3.0312 -0.533
C 0.3546 0.6374 -3.1187 -0.077
C -1.1670 0.7398 -3.2416 -0.247
C -0.9396 -0.9744 1.8051 -0.274
H 3.5913 2.9432 -2.4655 0.191
H 3.8776 3.9220 -1.0010 0.201
H 5.0794 2.7075 -1.4971 0.180
H 4.5686 0.7960 -2.7027 0.223
H 4.3610 -1.5843 -3.2042 0.216
H 2.9371 -3.0366 -1.8002 0.216
H 1.6992 -2.0661 0.1018 0.221
H 1.9014 1.4550 0.9497 0.433
H 1.5538 -3.1152 2.6028 0.250
H -0.3407 -4.7467 2.3955 0.226
H -2.5753 -3.9326 1.7937 0.216
H -4.0067 -2.1886 1.6128 0.424
H -2.1098 0.3012 -0.0091 0.417
H -4.6855 1.5984 -0.5098 0.255
H -3.2405 2.5638 -0.1378 0.192
H -3.5248 0.5470 -2.4203 0.207
H -3.5561 2.3111 -2.6211 0.183
H -1.4524 3.3062 -1.1573 0.205
H -1.3415 3.3530 -2.9367 0.172
H 0.9128 3.6031 -1.9476 0.192
H 0.6755 2.1038 -0.9987 0.168
H 0.7823 0.1584 -4.0009 0.198
H 0.6067 0.0453 -2.2265 0.175
H -1.5940 -0.2649 -3.2712 0.206
H -1.4219 1.2623 -4.1799 0.170
H -1.0670 0.0924 1.7317 0.246
```

Values from the calculation:
Kohn-Sham gap	8.6	eV
largest force on an atom	0.89	eV/Å
E	-56982.4453	eV
SMILES	COc1ccccc1NS(=O)(=O)c1cccc(NC(=S)NCCN2CCOCC2)c1

***

Formula: C20H27BFeN10O2
Source: the Open Molecules 2025 dataset
Level of theory: ωB97M-V/def2-TZVPD

The geometry in XYZ format:
```
61
Properties=species:S:1:pos:R:3:nbo_charge:R:1
Fe -0.4516 -0.6678 -0.7763 1.397
C -2.1955 -2.2687 2.0270 -0.658
C -1.0755 -1.3054 2.2247 0.217
C -0.4443 -0.9851 3.4124 -0.315
C 0.5146 -0.0356 3.0833 0.095
N 0.4509 0.1961 1.7758 -0.325
N -0.5299 -0.5795 1.2177 -0.455
B 1.3143 1.1041 0.8549 0.921
N 0.3318 1.8636 -0.1069 -0.315
C 0.2793 3.1664 -0.3801 0.099
C -0.5263 3.3561 -1.4940 -0.306
C -0.9422 2.0942 -1.8852 0.185
C -1.6886 1.7300 -3.1241 -0.660
N -0.4374 1.1958 -0.9996 -0.351
N 2.1387 0.1471 -0.0879 -0.313
C 3.4272 -0.1831 -0.1773 0.071
C 3.5948 -1.1253 -1.1801 -0.308
C 2.3246 -1.3676 -1.6778 0.218
C 1.9096 -2.2430 -2.8084 -0.653
N 1.4454 -0.6023 -0.9966 -0.381
N 2.1346 2.0853 1.6015 -0.434
C 3.3562 2.6534 1.3891 -0.032
C 3.5185 3.6568 2.2991 -0.313
C 2.3186 3.6662 3.0510 0.177
C 1.9479 4.5735 4.1780 -0.647
N 1.4879 2.7330 2.6263 -0.314
H -2.8006 -2.3112 2.9303 0.267
H -2.8560 -1.9663 1.2140 0.205
H -1.8218 -3.2785 1.8431 0.235
H -0.6703 -1.3667 4.3925 0.261
H 1.2067 0.5135 3.6973 0.268
H 0.8198 3.8660 0.2369 0.266
H -0.7528 4.2896 -1.9788 0.267
H -1.2009 2.2104 -3.9716 0.268
H -1.6964 0.6571 -3.3155 0.212
H -2.7193 2.0821 -3.1017 0.256
H 4.1555 0.2574 0.4816 0.253
H 4.5208 -1.5593 -1.5135 0.266
H 2.5125 -2.0211 -3.6878 0.268
H 2.0500 -3.2955 -2.5635 0.255
H 0.8664 -2.0811 -3.0888 0.201
H 4.0066 2.3486 0.5871 0.219
H 4.3722 4.3018 2.4103 0.250
H 2.8183 5.1267 4.5235 0.235
H 1.1922 5.2928 3.8625 0.237
H 1.5473 4.0045 5.0151 0.238
C -4.1675 -2.3425 -1.9908 -0.699
C -2.7832 -2.0488 -1.5590 0.303
N -2.3525 -0.8716 -1.2687 -0.195
O -3.2898 0.1148 -1.3584 -0.482
C -1.7801 -3.1330 -1.3149 0.246
C -2.0861 -4.5784 -1.4620 -0.687
N -0.6572 -2.6700 -0.8868 -0.115
O 0.3648 -3.2516 -0.4475 -0.048
H -4.5138 -1.5925 -2.7008 0.284
H -4.8355 -2.2947 -1.1247 0.286
H -4.2419 -3.3322 -2.4318 0.258
H -2.8841 0.9000 -0.9555 0.505
H -3.0001 -4.8205 -0.9170 0.273
H -1.2703 -5.1916 -1.0869 0.268
H -2.2564 -4.8160 -2.5146 0.276
```

Values from the calculation:
Kohn-Sham gap (spin up / spin down)	6.1 / 4.7	eV
largest force on an atom	0.49	eV/Å
E	-75222.0129	eV
<S²>	6.05
net charge	+2
spin multiplicity	5

***

Formula: C20H27Cl16F6N2O2
Source: the Open Molecules 2025 dataset
Level of theory: ωB97M-V/def2-TZVPD

The geometry in XYZ format:
```
73
Properties=species:S:1:pos:R:3:mulliken_charge:R:1
C 0.5236 0.8051 -6.2258 -0.476
O 1.9437 1.1253 -6.0147 -0.346
C 2.5192 0.3825 -4.8813 -0.378
C 2.9275 1.3574 -3.5904 -0.174
C 1.9076 2.6271 -3.3862 -0.039
C 2.4547 3.7973 -2.3728 -0.608
C 2.7527 3.2922 -0.8359 -0.393
C 1.4368 2.5091 -0.1628 -0.200
C 0.1919 3.5298 0.1209 -0.322
C -1.2916 2.8466 0.1843 -0.459
C -1.3207 1.2109 0.2078 0.316
C -1.5614 0.4955 -1.2569 -0.540
N -1.4960 -0.9823 -0.9390 0.390
C -1.6211 -2.0607 -1.9919 0.638
F -0.5649 -3.0985 -1.9593 -0.189
F -1.4693 -1.3576 -3.3211 -0.233
F -3.0197 -2.6322 -2.0326 -0.192
C -1.2666 -1.1180 0.5502 -0.142
C -1.0757 -2.4706 1.4570 -0.219
O -1.5009 -3.7216 0.8106 -0.205
C -0.4488 -4.7465 1.0074 0.697
F -0.0819 -4.9692 2.4345 -0.142
F -0.9619 -6.0782 0.5110 -0.231
F 0.8170 -4.4260 0.2723 -0.222
N -1.1529 0.1898 1.3103 0.088
Cl -0.8877 0.5367 2.9805 0.106
H 0.1372 1.0992 -7.3150 0.263
H -0.1146 1.4286 -5.4682 0.150
H 0.2561 -0.3394 -6.0992 0.238
H 1.7904 -0.5051 -4.5546 0.186
H 3.5543 -0.0712 -5.2659 0.257
H 4.0571 1.6828 -3.7422 0.205
H 2.8777 0.6383 -2.6404 0.140
H 1.6200 3.1731 -4.4070 0.340
H 0.8767 2.1693 -2.9957 -0.276
H 3.3893 4.3988 -2.8087 0.317
H 1.5745 4.5971 -2.2888 0.233
H 3.1192 4.2014 -0.1565 0.311
H 3.6476 2.5045 -0.7825 0.089
H 1.2092 1.6165 -0.8828 -0.024
H 1.8258 2.1226 0.8965 0.284
H 0.3875 4.0233 1.1878 0.249
H 0.1446 4.4502 -0.6356 0.186
H -1.8740 3.2289 1.1347 0.162
H -1.9476 3.1879 -0.7520 0.358
H -1.7332 1.0030 -2.2991 0.358
H -1.7491 -2.3314 2.4214 -0.057
H 0.0572 -2.4780 1.8244 0.409
C 7.0317 2.9345 0.4871 -0.011
Cl 7.6800 4.5238 0.9271 -0.111
Cl 5.7187 2.4729 1.5836 -0.117
Cl 6.4678 2.9361 -1.1927 -0.090
H 7.8335 2.1977 0.5805 0.328
C -3.5536 -4.3828 3.8856 0.357
Cl -4.9194 -3.5110 3.1686 -0.088
Cl -2.4186 -3.2496 4.6388 -0.128
Cl -4.1260 -5.5695 5.0704 -0.106
H -3.0295 -4.9167 3.0890 -0.014
C 0.9253 -5.1021 6.9167 -0.075
Cl 1.5736 -3.5129 7.3567 -0.127
Cl -0.3877 -5.5637 8.0133 -0.106
Cl 0.3614 -5.1005 5.2369 0.016
H 1.7271 -5.8390 7.0101 0.334
C -2.0450 5.0572 4.2941 -0.049
Cl -2.2937 5.9159 2.7643 -0.110
Cl -3.4542 5.2484 5.3511 -0.102
Cl -1.7177 3.3411 3.9981 -0.031
H -1.1767 5.4919 4.7957 0.326
C -6.1669 -3.9472 -1.0930 0.193
Cl -7.1538 -3.4624 0.2964 -0.119
Cl -4.8258 -4.9819 -0.5728 -0.101
Cl -7.1605 -4.7777 -2.3023 -0.115
H -5.7495 -3.0464 -1.5500 0.139
```

Values from the calculation:
Kohn-Sham gap	6.8	eV
largest force on an atom	7.90	eV/Å
E	-244896.0590	eV
net charge	+1